Density functional theory data (ωB97M-V with the def2-TZVPD basis set) for a 10-piece molecular cluster, C27H75N4O10 overall.

ORCA input file:
```
! wB97M-V def2-TZVPD RIJCOSX def2/J DEFGRID3
* xyz 1 1
C -0.665 1.677 -1.575
C 0.365 1.313 -0.401
C 1.834 1.015 -0.933
N 2.917 1.715 -0.163
N 3.284 0.879 0.903
C 2.581 1.065 2.195
C 3.701 0.531 3.191
C 3.560 -0.921 3.824
C 2.084 -1.314 4.277
C 1.417 -2.227 3.150
O 1.264 -0.210 4.692
N 4.951 0.422 2.372
C 4.633 0.426 0.947
N 5.406 0.051 -0.067
H -0.796 2.797 -1.630
H -1.677 1.249 -1.304
H -0.360 1.242 -2.586
H 0.312 2.168 0.348
H -0.024 0.383 0.119
H 1.893 1.324 -2.015
H 2.003 -0.108 -0.815
H 3.717 1.945 -0.755
H 1.668 0.402 2.172
H 2.393 2.183 2.293
H 3.738 1.310 4.005
H 4.199 -0.920 4.771
H 4.012 -1.680 3.113
H 2.206 -1.990 5.190
H 2.151 -2.405 2.298
H 0.422 -1.852 2.776
H 1.219 -3.255 3.592
H 1.818 0.466 5.127
H 5.629 1.180 2.548
H 6.173 -0.611 0.096
H 5.224 0.353 -1.031
C 1.500 -0.955 -5.797
C 1.045 -1.290 -4.391
O -0.066 -0.474 -4.023
H 1.783 0.099 -5.867
H 2.354 -1.570 -6.087
H 0.691 -1.116 -6.514
H 1.849 -1.107 -3.675
H 0.749 -2.340 -4.317
H -0.775 -0.648 -4.653
C 2.938 -5.023 -2.266
C 2.455 -5.112 -3.700
O 3.163 -4.182 -4.518
H 2.796 -4.012 -1.876
H 2.399 -5.726 -1.628
H 4.009 -5.242 -2.204
H 1.392 -4.872 -3.760
H 2.604 -6.117 -4.099
H 4.099 -4.405 -4.468
C -3.035 3.034 1.423
C -2.248 4.200 0.855
O -2.708 4.509 -0.455
H -2.933 2.154 0.783
H -2.688 2.781 2.429
H -4.100 3.273 1.469
H -1.186 3.949 0.791
H -2.355 5.089 1.485
H -3.650 4.739 -0.387
C -6.378 2.666 -2.530
C -5.529 2.610 -1.276
O -5.335 3.924 -0.757
H -5.900 3.292 -3.287
H -6.530 1.666 -2.943
H -7.355 3.110 -2.317
H -4.547 2.187 -1.498
H -6.004 1.996 -0.509
H -6.205 4.290 -0.555
C 7.637 3.852 5.195
C 6.811 2.735 4.589
O 7.120 2.584 3.202
H 7.447 4.793 4.676
H 7.404 3.979 6.253
H 8.705 3.641 5.093
H 5.746 2.960 4.673
H 7.006 1.786 5.098
H 8.060 2.378 3.134
C 2.523 -9.143 -0.976
C 2.044 -9.229 -2.412
O 2.755 -8.302 -3.229
H 2.383 -8.132 -0.585
H 1.979 -9.845 -0.340
H 3.592 -9.365 -0.910
H 0.983 -8.985 -2.476
H 2.192 -10.236 -2.812
H 3.692 -8.527 -3.176
C -4.559 6.819 -5.601
C -5.358 6.261 -4.439
O -4.929 4.938 -4.133
H -4.674 6.186 -6.484
H -4.884 7.832 -5.848
H -3.492 6.842 -5.361
H -6.419 6.220 -4.691
H -5.238 6.885 -3.548
H -3.994 4.981 -3.902
C -6.475 1.900 3.337
C -6.936 2.092 1.905
O -8.357 2.141 1.846
H -6.887 0.977 3.751
H -5.384 1.855 3.394
H -6.826 2.719 3.970
H -6.601 1.262 1.283
H -6.535 3.021 1.487
H -8.646 2.882 2.390
C -2.745 -3.386 3.348
C -2.397 -4.435 2.310
O -1.096 -4.962 2.553
H -2.015 -2.573 3.332
H -3.739 -2.970 3.167
H -2.723 -3.815 4.354
H -2.399 -3.997 1.310
H -3.120 -5.256 2.328
H -1.103 -5.356 3.433
*
```

Properties
frontier orbital gap = 8.49 eV

=====

Density functional theory data (ωB97M-V with the def2-TZVPD basis set) for C44H34As2CdCl2N4O2 as an isolated structure.

ORCA input file:
```
! wB97M-V def2-TZVPD RIJCOSX def2/J DEFGRID3
* xyz 0 1
Cd -1.687 -1.159 1.376
Cl -3.794 -6.129 5.785
C -3.774 -4.691 4.815
C -2.671 -4.451 4.008
C -2.601 -3.313 3.212
N -1.572 -3.069 2.285
C -0.566 -3.894 1.980
O -0.107 -4.841 2.607
C 0.004 -3.622 0.579
C 0.989 -4.468 0.101
C 1.401 -4.347 -1.216
C 0.812 -3.383 -2.019
C -0.141 -2.552 -1.458
N -0.539 -2.661 -0.190
C -3.673 -2.370 3.258
C -4.770 -2.638 4.069
C -4.825 -3.789 4.841
Cl -6.222 -4.057 5.834
N -3.535 -1.203 2.485
C -4.277 -0.101 2.608
O -5.333 0.110 3.200
C -3.626 1.104 1.917
C -4.471 2.142 1.329
C -3.900 3.122 0.637
C -2.427 3.297 0.542
C -1.603 2.205 1.237
N -2.351 1.150 1.901
H -1.850 -5.151 3.997
H 1.391 -5.213 0.773
H 2.168 -5.002 -1.613
H 1.090 -3.264 -3.057
H -0.606 -1.767 -2.044
H -5.584 -1.931 4.105
H -5.542 2.048 1.444
H -4.506 3.875 0.143
H -2.902 4.390 -1.206
H -0.955 2.652 1.991
C 1.310 2.208 0.093
C 2.619 1.411 0.207
As 2.632 -0.163 -0.997
C 4.140 0.296 -2.141
C 3.942 0.178 -3.516
C 4.954 0.511 -4.408
C 6.173 0.970 -3.927
C 6.378 1.092 -2.557
C 5.366 0.756 -1.668
C 3.415 -1.486 0.201
C 2.643 -1.882 1.293
C 3.067 -2.904 2.130
C 4.276 -3.542 1.881
C 5.047 -3.161 0.791
C 4.616 -2.140 -0.050
As -0.297 1.063 0.227
C -1.058 1.057 -1.560
C -2.413 0.752 -1.684
C -3.003 0.647 -2.934
C -2.238 0.835 -4.079
C -0.887 1.131 -3.965
C -0.299 1.242 -2.711
C -1.993 4.063 -0.698
C -0.835 4.548 -1.503
C -0.681 5.885 -1.387
C -1.535 6.698 -0.493
C -2.238 6.144 0.516
C -1.885 4.704 0.657
H 1.257 2.780 -0.829
H 1.225 2.917 0.913
H 2.745 1.038 1.222
H 3.470 2.050 -0.020
H 2.987 -0.180 -3.883
H 4.792 0.417 -5.475
H 6.966 1.232 -4.618
H 7.331 1.446 -2.182
H 5.537 0.847 -0.601
H 1.684 -1.412 1.480
H 2.445 -3.219 2.958
H 4.610 -4.343 2.530
H 5.985 -3.664 0.587
H 5.210 -1.867 -0.913
H -3.025 0.603 -0.801
H -4.058 0.417 -3.016
H -2.696 0.751 -5.057
H -0.284 1.275 -4.854
H 0.756 1.468 -2.642
H -0.339 3.979 -2.282
H 0.018 6.410 -2.027
H -1.571 7.767 -0.671
H -2.854 6.719 1.199
H -0.855 4.627 1.007
*
```

Properties
ΔE to the lowest compared entry with this formula, charge and spin = 6.5 kcal per mole
frontier orbital gap = 6.54 eV

=====

Density functional theory data (ωB97M-V with the def2-TZVPD basis set) for C5H7NO2 as an isolated structure.

ORCA input file:
```
! wB97M-V def2-TZVPD RIJCOSX def2/J DEFGRID3
* xyz 0 1
C -1.448 -0.847 -0.345
C -0.216 -0.297 0.400
C 1.001 -1.017 0.183
C 1.886 -0.051 -0.087
C -0.011 1.146 0.005
H -1.742 1.080 0.155
H -1.588 -1.927 0.042
H -1.507 -1.044 -1.385
H -0.428 -0.302 1.538
H 1.143 -2.174 -0.036
H 2.955 -0.236 -0.168
H 1.976 2.135 -0.027
N 1.224 1.262 -0.349
O -2.430 0.287 -0.039
O -0.814 1.985 0.115
*
```

Properties
ΔE to the lowest compared entry with this formula, charge and spin = 85.2 kcal per mole
frontier orbital gap = 9.52 eV

=====

Density functional theory data (ωB97M-V with the def2-TZVPD basis set) for C3H3IN2O as an isolated structure.

ORCA input file:
```
! wB97M-V def2-TZVPD RIJCOSX def2/J DEFGRID3
* xyz 0 1
C -1.760 1.187 -0.693
C -0.608 -1.383 -0.754
C -0.824 -1.979 0.333
N -1.489 2.028 -1.516
N -2.037 0.674 0.358
O -0.489 -0.774 -1.720
I -3.869 -0.095 0.700
H -1.642 -2.643 0.630
H -0.051 -2.077 1.095
H -0.893 1.776 -2.224
*
```

Properties
ΔE to the lowest compared entry with this formula, charge and spin = 48.1 kcal per mole
frontier orbital gap = 8.85 eV

=====

Density functional theory data (ωB97M-V with the def2-TZVPD basis set) for a 2-piece molecular cluster, C8H10N4 overall.

ORCA input file:
```
! wB97M-V def2-TZVPD RIJCOSX def2/J DEFGRID3
* xyz 0 1
C 1.463 -2.089 -0.484
C 0.765 -1.850 0.698
C 1.951 -1.102 -1.281
C 0.482 -0.484 0.952
C 1.648 0.271 -1.010
C 0.974 0.542 0.215
C 1.243 2.839 0.353
C -2.686 0.747 0.241
N -2.700 -2.710 -0.094
N -2.518 -1.575 -0.120
N 0.553 1.786 0.428
N -2.329 -0.457 -0.367
H 1.635 -3.104 -0.728
H 0.307 -2.486 1.445
H 2.535 -1.378 -2.130
H -0.091 -0.023 1.746
H 2.111 0.956 -1.724
H 0.650 3.812 0.285
H 2.368 2.968 0.225
H -3.427 1.307 -0.293
H -3.126 0.674 1.231
H -1.809 1.356 0.412
*
```

Properties
ΔE to the lowest compared entry with this formula, charge and spin = 96.0 kcal per mole
frontier orbital gap = 9.08 eV

=====

Density functional theory data (ωB97M-V with the def2-TZVPD basis set) for a single C21H17F4N3O4S molecule.

ORCA input file:
```
! wB97M-V def2-TZVPD RIJCOSX def2/J DEFGRID3
* xyz 0 1
C -1.077 -0.212 3.677
O 0.068 0.556 3.234
C 0.917 0.019 2.269
C 1.163 -1.339 2.144
C 2.098 -1.845 1.250
F 2.252 -3.205 1.072
C 2.856 -0.963 0.458
C 2.630 0.434 0.520
C 1.648 0.917 1.462
C 1.358 2.391 1.494
C 2.179 3.248 2.212
C 1.909 4.620 2.236
N 0.932 5.186 1.523
C 0.111 4.367 0.829
C 0.274 2.998 0.771
N -0.601 2.210 -0.021
C -1.877 1.967 0.543
C -0.199 1.624 -1.224
O 0.721 2.127 -1.840
C -0.711 0.365 -1.832
C -0.770 0.169 -3.240
C -1.096 -1.099 -3.786
C -1.250 -1.261 -5.291
F -1.901 -2.453 -5.641
F -0.002 -1.182 -5.846
F -2.004 -0.213 -5.750
N -1.294 -2.144 -2.940
C -1.226 -2.016 -1.600
S -1.546 -3.465 -0.451
C -0.266 -4.694 -0.748
O -2.823 -4.122 -0.713
O -1.489 -3.037 0.938
C -0.985 -0.745 -1.015
H -1.694 0.424 4.236
H -0.791 -1.061 4.282
H -1.624 -0.552 2.789
H 0.640 -2.055 2.760
H 3.556 -1.355 -0.273
H 3.170 1.130 -0.098
H 3.001 2.870 2.759
H 2.572 5.244 2.802
H -0.659 4.807 0.193
H -2.529 1.347 -0.101
H -2.356 2.943 0.704
H -1.785 1.497 1.528
H -0.557 1.037 -3.910
H -0.245 -5.401 0.060
H 0.738 -4.268 -0.826
H -0.487 -5.183 -1.693
H -0.948 -0.628 0.094
*
```

Properties
ΔE to the lowest compared entry with this formula, charge and spin = 5.8 kcal per mole
structure (SMILES) = COc1cc(F)ccc1-c1ccncc1N(C)C(=O)c1cc(C(F)(F)F)nc(S(C)(=O)=O)c1
frontier orbital gap = 8.47 eV

=====

Density functional theory data (ωB97M-V with the def2-TZVPD basis set) for a single C3H6O3 molecule.

ORCA input file:
```
! wB97M-V def2-TZVPD RIJCOSX def2/J DEFGRID3
* xyz 0 1
C 1.752 0.808 -0.704
C 0.652 0.085 -0.339
O -0.607 -0.134 -1.253
O 0.462 -0.540 0.821
C -0.870 -0.919 1.171
O -1.664 0.239 1.172
H 2.554 0.970 -0.040
H 1.808 1.138 -1.774
H -0.520 0.671 -1.839
H -0.649 -1.162 2.137
H -1.141 -1.650 0.492
H -1.777 0.495 0.155
*
```

Properties
ΔE to the lowest compared entry with this formula, charge and spin = 64.5 kcal per mole
structure (SMILES) = C=C(O)OCO
frontier orbital gap = 9.67 eV

=====

Density functional theory data (ωB97M-V with the def2-TZVPD basis set) for C36H44BF4N4Ru as an isolated structure.

ORCA input file:
```
! wB97M-V def2-TZVPD RIJCOSX def2/J DEFGRID3
* xyz 1 5
Ru 0.771 0.893 -2.156
C 2.977 -5.509 -1.612
C 3.192 -4.637 -0.376
C 2.760 -3.220 -0.583
C 3.496 -2.063 -0.417
C 4.925 -1.975 0.018
C 5.087 -2.071 1.537
C 2.621 -0.933 -0.574
C 2.932 0.329 -0.021
C 2.168 1.483 0.190
C 2.376 2.607 1.109
C 3.527 2.689 2.059
C 3.303 1.829 3.305
C 1.307 3.442 0.989
C 0.384 2.883 -0.011
C -0.863 3.250 -0.414
C -1.660 2.363 -1.254
N -0.984 1.302 -1.812
C -1.786 0.245 -2.153
C -0.973 -0.918 -2.210
C 0.161 -0.734 -1.148
N -0.339 -1.027 0.196
C -0.634 -2.466 0.151
C 0.188 -3.373 -0.409
C 1.433 -2.816 -0.850
N 1.421 -1.462 -1.088
C -1.929 -2.249 0.778
C -1.697 -0.920 0.750
C -2.264 0.285 1.391
C -1.376 0.742 2.554
C -2.988 -3.159 1.302
C -4.395 -2.744 0.874
C -3.113 0.775 -2.054
C -3.001 2.100 -1.490
C -4.161 2.970 -1.109
C -4.721 2.656 0.281
C -4.387 0.082 -2.390
C -4.191 -1.334 -2.914
N 1.022 1.718 -0.465
C 1.007 4.672 1.782
C 0.010 4.402 2.914
H 3.271 -6.539 -1.413
H 3.565 -5.144 -2.454
H 1.930 -5.513 -1.920
H 4.245 -4.650 -0.093
H 2.648 -5.056 0.476
H 5.369 -1.051 -0.357
H 5.483 -2.783 -0.460
H 4.543 -1.273 2.046
H 6.137 -1.999 1.820
H 4.700 -3.020 1.910
H 3.917 0.351 0.425
H 3.694 3.728 2.345
H 4.437 2.367 1.547
H 2.437 2.179 3.868
H 4.171 1.863 3.963
H 3.123 0.786 3.036
H -1.306 4.153 -0.015
H -1.248 -1.879 -2.612
H -0.002 -4.436 -0.388
H -3.269 0.050 1.745
H -2.365 1.090 0.668
H -1.254 -0.055 3.288
H -1.823 1.602 3.051
H -0.384 1.027 2.201
H -2.928 -3.211 2.393
H -2.779 -4.169 0.943
H -4.639 -1.740 1.222
H -5.140 -3.425 1.283
H -4.486 -2.753 -0.213
H -4.950 2.855 -1.855
H -3.853 4.016 -1.158
H -4.950 1.593 0.382
H -5.637 3.215 0.466
H -4.006 2.917 1.063
H -4.931 0.689 -3.122
H -5.026 0.069 -1.499
H -3.513 -1.345 -3.769
H -5.138 -1.762 -3.239
H -3.777 -1.985 -2.142
H 0.612 5.442 1.115
H 1.934 5.071 2.193
H -0.922 3.986 2.530
H -0.225 5.322 3.448
H 0.418 3.688 3.630
F 1.691 2.394 -3.762
B 2.119 1.144 -4.304
F 2.770 0.518 -3.157
F 2.841 1.183 -5.415
F 0.889 0.383 -4.378
*
```

Properties
ΔE to the lowest compared entry with this formula, charge and spin = 0.0 kcal per mole
frontier orbital gap (spin up / spin down) = 5.46 / 5.63 eV